Entry 1:
The following is a DFT calculation (ωB97M-V/def2-TZVPD) of C36H23F13N6Re as an isolated structure.

The calculation puts the HOMO energy (spin up / spin down) at -7.0 / -7.6 eV. Its spin multiplicity is 4. The value obtained for the orbital gap (spin up / spin down) is 7.05 / 5.99 eV. For the LUMO energy (spin up / spin down), the calculation gives 0.1 / -1.6 eV. As for the molar mass: 972.80 g mol⁻¹.

Cartesian coordinates (Å):
Re (-0.1055, 0.2758, -0.2419)
C (-0.0845, 1.9259, 3.8887)
C (0.6758, 1.3621, 2.7189)
N (-0.1527, 0.5195, 1.8619)
C (-1.0150, -0.2879, 2.4896)
C (-1.4933, -0.0331, 3.8067)
C (-1.0752, 1.2218, 4.4237)
C (-2.3519, -0.9226, 4.3986)
C (-2.7394, -2.1005, 3.7230)
C (-2.3088, -2.3664, 2.4524)
C (-1.4467, -1.4608, 1.7735)
N (-0.9324, -1.6256, 0.5462)
C (-1.5075, -2.6270, -0.2655)
C (-2.8382, -2.5758, -0.5885)
C (-3.4184, -3.5206, -1.4555)
C (-2.6621, -4.5186, -1.9955)
C (-1.2882, -4.6151, -1.6701)
C (-0.4660, -5.6499, -2.1708)
C (0.8427, -5.7126, -1.7978)
C (1.3312, -4.7268, -0.9145)
N (0.6104, -3.7503, -0.4316)
C (-0.6972, -3.6704, -0.8001)
H (0.2776, 2.8434, 4.3344)
H (1.4307, 0.6955, 3.1775)
H (-1.5849, 1.5571, 5.3172)
H (-2.7357, -0.7169, 5.3897)
H (-3.3917, -2.8058, 4.2208)
H (-2.6121, -3.2778, 1.9588)
H (-3.4323, -1.7587, -0.2013)
H (-4.4671, -3.4331, -1.7045)
H (-3.0944, -5.2454, -2.6706)
H (-0.8941, -6.3865, -2.8396)
H (1.5001, -6.4923, -2.1555)
H (2.3712, -4.7583, -0.6027)
C (2.2849, -1.1830, 1.2203)
N (2.0435, -0.2333, 0.1083)
C (2.8883, 0.9778, 0.2586)
C (2.7757, 1.8209, 1.5386)
N (1.4689, 2.3078, 1.9565)
C (1.1614, 3.6658, 1.9649)
C (2.1125, 4.6718, 2.1372)
F (3.3972, 4.3632, 2.3917)
C (1.7962, 6.0184, 2.0751)
F (2.7593, 6.9272, 2.2261)
C (0.4848, 6.4211, 1.8951)
F (0.1724, 7.7140, 1.8406)
C (-0.4958, 5.4514, 1.7854)
F (-1.7687, 5.8070, 1.6293)
C (-0.1587, 4.1099, 1.8198)
F (-1.1530, 3.2277, 1.7191)
C (2.4611, -0.9667, -1.1285)
C (1.9112, -0.3080, -2.3669)
N (0.4663, -0.2040, -2.1947)
C (-0.2624, 0.1982, -3.3141)
C (0.1672, 1.0930, -4.3056)
F (1.3775, 1.6777, -4.2469)
C (-0.6197, 1.4469, -5.3907)
F (-0.1451, 2.3000, -6.3021)
C (-1.8961, 0.9363, -5.5244)
F (-2.6639, 1.2827, -6.5602)
C (-2.3597, 0.0508, -4.5674)
F (-3.5781, -0.4810, -4.6896)
C (-1.5523, -0.3098, -3.5062)
F (-2.0272, -1.2213, -2.6597)
H (3.3419, -1.4720, 1.2186)
H (1.6597, -2.0606, 1.0645)
H (2.0455, -0.7380, 2.1776)
H (2.7202, 1.6035, -0.6132)
H (3.9392, 0.6555, 0.2298)
H (3.4331, 2.6690, 1.3465)
H (3.2247, 1.2762, 2.3757)
H (2.0398, -1.9657, -1.0357)
H (3.5544, -1.0342, -1.1489)
H (2.1596, -0.9310, -3.2344)
H (2.3982, 0.6582, -2.5290)
F (1.0256, 2.6801, -1.5665)
C (0.0563, 2.1262, -0.8330)
F (-0.8801, 3.0437, -0.7526)
F (-2.0103, 0.5640, -0.4848)

Mulliken population analysis, charges in e, atoms 1 to 8: 2.892 -1.186 -1.348 0.827 -0.300 1.016 -1.391 -0.610

=====

Entry 2:
The following is a DFT calculation (ωB97M-V/def2-TZVPD) of C36H23N5O2S2Sc as an isolated structure at a distorted geometry.

The energy above the lowest of the compared OMol25 structures with the same formula, charge and spin is 98.9 kJ/mol. The calculation puts the HOMO energy at -4.5 eV. Its net charge is -1. The value obtained for the orbital gap is 5.52 eV. For the LUMO energy, the calculation gives 1.0 eV. As for the molar mass: 666.70 g mol⁻¹.

Cartesian coordinates (Å):
Sc (-18.3086, 7.6238, -2.0249)
C (-16.5303, 5.0993, -1.0775)
O (-16.5861, 6.5566, -1.1841)
C (-15.7631, 7.2714, -0.3609)
C (-14.7759, 6.7090, 0.4374)
C (-13.9363, 7.5628, 1.1140)
C (-14.0523, 8.9720, 1.0533)
C (-15.0486, 9.5654, 0.3148)
C (-15.8789, 8.6986, -0.4622)
N (-16.7980, 9.1911, -1.3487)
N (-16.7926, 10.5036, -1.3531)
C (-17.7602, 11.2121, -1.9069)
C (-18.7904, 10.6054, -2.7232)
O (-18.8357, 9.3337, -2.9970)
C (-19.6556, 11.5437, -3.4028)
C (-19.7838, 12.8816, -3.1072)
C (-18.8819, 13.4855, -2.2148)
C (-18.8956, 14.8094, -1.7292)
C (-17.8698, 15.3394, -1.0138)
C (-16.7732, 14.5883, -0.6592)
C (-16.6764, 13.3115, -1.0708)
C (-17.7256, 12.6927, -1.8042)
H (-15.7276, 4.7736, -1.7581)
H (-17.5813, 4.7941, -1.4054)
H (-16.2334, 4.7584, -0.0307)
H (-14.6424, 5.6568, 0.5813)
H (-13.1487, 7.0828, 1.6947)
H (-13.4078, 9.5907, 1.6591)
H (-15.0391, 10.7059, 0.1780)
H (-20.3108, 11.1042, -4.1928)
H (-20.6496, 13.3613, -3.5021)
H (-19.7445, 15.4094, -2.0507)
H (-17.8707, 16.4098, -0.7536)
H (-15.9849, 15.0514, -0.0389)
H (-15.7679, 12.7072, -0.9020)
S (-19.6214, 8.7190, -0.0152)
C (-20.0160, 7.2329, 0.6052)
S (-19.8004, 5.8546, -0.3829)
C (-20.4397, 7.1206, 1.9188)
C (-20.8198, 8.1659, 2.7433)
N (-21.1123, 8.9952, 3.4890)
C (-20.5704, 5.8150, 2.4861)
N (-20.6232, 4.7553, 2.9956)
C (-15.1991, 6.1867, -5.1621)
C (-15.9906, 5.3541, -5.9372)
C (-17.3557, 5.2937, -5.7129)
C (-17.8964, 5.9353, -4.5841)
C (-17.1062, 6.7474, -3.7840)
C (-15.7679, 6.8686, -4.0913)
C (-19.3262, 5.8015, -4.3663)
C (-20.0496, 4.6685, -4.8104)
C (-21.4442, 4.6219, -4.5841)
C (-22.1102, 5.7676, -4.0403)
C (-23.4881, 5.8834, -4.0026)
C (-24.0803, 7.0739, -3.5527)
C (-23.2504, 8.1424, -3.2277)
C (-21.8706, 8.0150, -3.0754)
C (-21.2249, 6.8601, -3.5026)
N (-19.8537, 6.7764, -3.5376)
H (-14.1768, 6.3698, -5.4111)
H (-15.5125, 4.8244, -6.7531)
H (-17.9365, 4.6306, -6.4186)
H (-15.1257, 7.5348, -3.5442)
H (-19.4857, 3.8804, -5.3535)
H (-22.0636, 3.8287, -5.0294)
H (-24.0390, 4.9973, -4.2107)
H (-25.1698, 7.2557, -3.4552)
H (-23.7634, 9.0592, -2.9409)
H (-21.3156, 8.8004, -2.5810)

Mulliken population analysis, charges in e, atoms 1 to 8: -1.516 -1.087 0.864 0.823 -1.180 -0.731 -0.763 -0.304